{"formula": "C5H14", "method": "ωB97M-V with the def2-TZVPD basis set", "energy_ha": -198.81324, "e_lumo_ev": 1.1, "smiles": "CCC.CC", "molar_mass_da": 74.167, "homo_ev": -11.097, "relative_energy_kj_mol": 199.3, "elements": ["C", "C", "C", "H", "H", "H", "H", "H", "H", "H", "H", "C", "C", "H", "H", "H", "H", "H", "H"], "positions_angstrom": [[0.22714, -2.96678, -1.27121], [-0.16996, -1.71119, -0.51630], [0.97825, -0.63630, -0.54414], [1.35444, -3.27061, -0.99716], [0.30186, -2.91405, -2.34781], [-0.35319, -3.83361, -0.99057], [-1.09170, -1.27968, -0.95597], [-0.43643, -1.80931, 0.35243], [1.86012, -1.14654, -0.12664], [1.15989, -0.28289, -1.55591], [0.83698, 0.38459, -0.07737], [-0.95855, 3.10064, 0.93426], [-0.27892, 1.76619, 1.26992], [-1.59253, 3.40024, 1.72136], [-0.23511, 3.85348, 0.78351], [-1.51091, 3.09131, -0.11839], [-0.69953, 0.70848, 1.05663], [-0.19897, 1.81055, 2.34981], [0.80712, 1.73549, 1.03354]], "forces_ev_per_angstrom": [[3.1, -1.0, 1.2], [2.4, 3.2, -9.6], [-0.3, 0.5, -0.1], [-2.3, 0.6, -0.3], [-0.5, 0.5, -0.3], [-0.4, -0.2, 0.0], [0.4, -0.1, -0.3], [-2.4, -2.0, 9.6], [0.0, 0.5, -0.2], [0.4, -0.7, -0.5], [-0.1, -2.1, -0.1], [-0.9, -1.7, -3.7], [0.7, -1.0, 1.1], [-1.1, 0.3, 0.6], [1.0, 0.9, 0.1], [0.7, -0.1, 2.3], [0.1, 2.3, 0.0], [-0.1, -0.4, 0.6], [-0.8, 0.2, -0.4]], "mulliken_charge": [-1.144, -0.476, -0.693, 0.239, 0.316, 0.347, 0.302, 0.592, 0.281, 0.292, -0.056, -0.895, -0.663, 0.299, 0.282, 0.226, 0.152, 0.331, 0.267]}